(1)
This record from the OMol25 dataset describes a molecular structure, C16H33O4PPd in a non-equilibrium geometry. The level of theory is ωB97M-V with the def2-TZVPD basis set.

Geometry as XYZ:
```
55
C16H33O4PPd | the OMol25 dataset | ωB97M-V with the def2-TZVPD basis set
Pd 0.326 0.088 -0.193
C 0.621 0.398 1.773
O 0.876 0.354 2.892
C 1.764 -1.083 -0.781
O 2.582 -1.841 -1.096
C -0.841 0.311 -1.816
O -1.472 0.066 -2.739
C 2.808 2.339 0.523
P 1.366 2.154 -0.607
H 0.876 4.434 -0.859
H 2.349 2.386 1.526
C 2.039 2.339 -2.323
H 2.874 3.051 -2.199
C 3.581 3.634 0.263
H 2.950 4.473 -0.049
H 4.353 3.478 -0.501
H 4.088 3.926 1.194
C 3.746 1.130 0.485
H 4.214 1.012 -0.500
C -1.088 3.562 -0.824
H 3.231 0.196 0.741
H 4.544 1.291 1.226
C 0.345 4.093 1.198
H -1.796 3.256 -0.044
H -1.393 4.563 -1.172
H -1.197 2.858 -1.658
C 0.344 3.660 -0.277
H -0.509 4.763 1.372
H 1.260 4.641 1.457
H 0.247 3.242 1.888
C 1.020 2.915 -3.310
H 0.177 2.224 -3.454
H 1.529 3.033 -4.278
H 0.632 3.892 -3.006
C 2.589 1.031 -2.898
H 3.229 0.468 -2.214
H 3.185 1.276 -3.790
H 1.775 0.372 -3.224
H -1.546 1.414 0.562
H -1.739 0.686 0.744
C -3.353 -1.589 0.220
C -2.129 -1.985 1.029
O -0.991 -2.082 0.126
C -0.182 -3.276 0.228
C 0.675 -3.276 1.492
H -3.202 -0.583 -0.193
H -4.218 -1.580 0.887
H -3.560 -2.301 -0.593
H -1.903 -1.211 1.790
H -2.284 -2.949 1.542
H -0.862 -4.154 0.207
H 0.422 -3.292 -0.692
H 0.059 -3.211 2.407
H 1.228 -4.215 1.527
H 1.394 -2.445 1.456
```

Values from the calculation:
Charge: +4
⟨S²⟩: 6.015
2S+1: 5
HOMO level (alpha / beta) in eV: -22.64 / -24.08
HOMO-LUMO gap (alpha / beta) in eV: 8.651 / 4.875

---

(2)
This record from the OMol25 dataset describes a molecular structure, C31H25BrDyGeIO2 in a non-equilibrium geometry. The level of theory is ωB97M-V with the def2-TZVPD basis set.

Geometry as XYZ:
```
62
C31H25BrDyGeIO2 | the OMol25 dataset | ωB97M-V with the def2-TZVPD basis set
Dy -0.611 1.353 2.134
I -0.261 2.763 4.839
C -0.814 0.918 5.793
C -1.174 0.857 7.095
C -1.211 -0.354 7.820
C -0.856 -1.539 7.196
C -0.319 -1.499 5.875
C 0.458 -2.562 5.363
C 1.148 -2.373 4.196
C 1.124 -1.147 3.493
C 0.160 -0.221 3.785
C -0.426 -0.273 5.096
H -1.472 1.806 7.585
H -1.423 -0.335 8.874
H -0.904 -2.571 7.670
H 0.610 -3.455 5.961
H 1.781 -3.182 3.849
H 1.781 -1.041 2.593
O 1.568 1.155 1.560
C 1.374 1.817 0.442
O 0.334 2.523 0.274
C 2.457 1.706 -0.642
C 1.855 1.987 -2.031
Ge 0.471 0.642 -2.568
C 0.998 -0.788 -3.808
C 0.440 -2.079 -3.634
C 0.958 -3.194 -4.302
C 2.062 -3.019 -5.059
C 2.618 -1.753 -5.300
C 2.114 -0.640 -4.713
C -0.960 1.644 -3.454
C -1.219 2.900 -2.913
C -2.160 3.702 -3.518
C -2.701 3.345 -4.761
C -2.493 2.057 -5.283
C -1.692 1.191 -4.561
C -0.270 -0.374 -1.059
C -1.356 0.085 -0.311
C -1.711 -0.570 0.875
C -1.042 -1.723 1.320
C -0.020 -2.210 0.515
C 0.377 -1.566 -0.657
H 2.830 0.658 -0.626
H 3.265 2.430 -0.464
H 2.655 1.908 -2.794
H 1.409 2.963 -2.141
H -0.431 -2.169 -3.010
H 0.426 -4.128 -4.227
H 2.598 -3.851 -5.515
H 3.537 -1.679 -5.895
H 2.565 0.320 -4.825
H -0.732 3.204 -1.991
H -2.452 4.635 -2.969
H -3.367 4.043 -5.227
H -3.037 1.670 -6.140
H -1.596 0.120 -4.900
H -1.989 0.916 -0.619
H -2.608 -0.237 1.362
H -1.377 -2.214 2.234
H 0.603 -3.030 0.874
H 1.258 -2.033 -1.213
Br -3.152 2.493 2.459
```

Values from the calculation:
⟨S²⟩: 9.335
Energy relative to the best compared isomer or geometry (same formula, charge and spin) in eV: 0.000
2S+1: 6
HOMO level (alpha / beta) in eV: -7.76 / -7.75
HOMO-LUMO gap (alpha / beta) in eV: 7.494 / 7.552